# 1
Molecular formula: C38H30N8O6SSm
Method: DFT, ωB97M-V/def2-TZVPD

The value obtained for the molecular weight is 877.1 g mol⁻¹. The value obtained for the LUMO energy (spin up / spin down) is -2.75 / -2.53 eV. For the HOMO energy (spin up / spin down), the calculation gives -10.52 / -10.53 eV. Its expectation value of S² is 8.759. The total energy is -92836.0423 eV.

Geometry as ORCA input:
```
! RIJCOSX wB97M-V def2-TZVPD def2/J DEFGRID3
* xyz 1 6
Sm -0.037 -0.692 -0.386
C 3.422 -1.259 -1.597
N 2.502 -1.940 -0.701
C 2.475 -3.392 -0.732
C 1.090 -3.893 -1.029
N -0.010 -3.169 -1.000
C -1.043 -4.055 -1.261
C -2.421 -3.865 -1.281
C -3.209 -4.950 -1.603
C -2.663 -6.207 -1.884
C -1.302 -6.427 -1.818
C -0.508 -5.338 -1.493
N 0.850 -5.191 -1.327
C 2.692 -0.117 -2.234
N 1.405 -0.166 -2.513
C 1.119 1.029 -3.154
C -0.075 1.499 -3.692
C -0.082 2.782 -4.196
C 1.069 3.575 -4.200
C 2.278 3.103 -3.727
C 2.288 1.815 -3.211
N 3.272 1.039 -2.634
H 3.745 -1.944 -2.391
H 4.320 -0.889 -1.087
H 2.614 -1.594 0.251
H 2.779 -3.815 0.237
H 3.162 -3.791 -1.491
H -2.846 -2.909 -1.009
H -4.282 -4.835 -1.631
H -3.323 -7.024 -2.138
H -0.879 -7.402 -2.000
H 1.530 -5.932 -1.376
H -0.953 0.869 -3.699
H -0.997 3.195 -4.591
H 1.012 4.578 -4.594
H 3.166 3.716 -3.756
H 4.238 1.298 -2.509
O 1.826 0.782 0.452
S 0.659 1.637 0.694
O -0.334 0.997 1.550
N 0.020 1.792 -0.734
C -1.144 2.510 -0.902
C -1.210 3.879 -0.733
C -2.386 4.590 -0.980
C -3.508 3.943 -1.426
C -3.490 2.548 -1.622
C -4.617 1.839 -2.077
C -4.530 0.485 -2.246
C -3.328 -0.165 -1.932
N -2.250 0.446 -1.473
C -2.309 1.804 -1.338
C 1.229 3.116 1.501
C 0.582 3.532 2.648
C 1.063 4.640 3.325
C 2.178 5.311 2.844
C 2.814 4.887 1.684
C 2.338 3.776 1.006
H -0.322 4.404 -0.413
H -2.397 5.659 -0.822
H -4.419 4.483 -1.636
H -5.534 2.371 -2.283
H -5.371 -0.082 -2.615
H -3.259 -1.236 -2.091
H -0.272 2.970 2.996
H 0.576 4.966 4.232
H 2.557 6.164 3.386
H 3.684 5.407 1.316
H 2.814 3.396 0.116
O 0.853 -1.642 1.436
C -0.242 -1.520 2.052
O -1.336 -1.504 1.445
C -0.072 -1.429 3.543
C 0.856 -0.500 4.017
C 1.231 -0.489 5.350
C 0.740 -1.452 6.214
C -0.187 -2.368 5.736
C -0.630 -2.348 4.416
N -0.629 -3.438 6.606
O -0.239 -3.435 7.751
O -1.338 -4.290 6.118
H 1.287 0.204 3.318
H 1.941 0.244 5.700
H 1.068 -1.519 7.241
H -1.361 -3.071 4.084
*
```

Atom charges from the Löwdin analysis, given in e for atoms 1 to 2:
1. Sm 1.815
2. C -0.105

***

# 2
Molecular formula: C18H31N3NaO4SV
Method: DFT, ωB97M-V/def2-TZVPD

The value obtained for the molecular weight is 459.5 g mol⁻¹. The value obtained for the LUMO energy (spin up / spin down) is -9.76 / -9.81 eV. For the HOMO energy (spin up / spin down), the calculation gives -13.67 / -13.67 eV. The total energy is -72751.7628 eV.

Geometry as ORCA input:
```
! RIJCOSX wB97M-V def2-TZVPD def2/J DEFGRID3
* xyz 2 1
N -0.393 2.165 1.270
C -0.160 2.415 2.453
O 0.043 2.675 3.588
Na -2.329 2.325 -2.052
V -0.086 1.093 -0.308
N 0.624 2.331 -1.524
N -1.765 0.581 -1.116
C 1.799 3.148 -1.134
C -3.094 0.282 -0.497
C 1.293 4.495 -0.626
C 2.765 3.367 -2.298
C 2.562 2.448 -0.013
C -4.199 0.316 -1.564
C -3.116 -1.095 0.155
C -3.356 1.366 0.542
H 0.757 5.037 -1.415
H 2.138 5.110 -0.294
H 0.612 4.354 0.222
H 3.019 2.414 -2.779
H 3.696 3.804 -1.913
H 2.372 4.062 -3.047
H 1.970 2.369 0.905
H 3.451 3.050 0.219
H 2.892 1.446 -0.310
H -4.359 1.323 -1.996
H -5.149 0.035 -1.090
H -3.999 -0.400 -2.372
H -3.052 -1.890 -0.597
H -4.068 -1.224 0.691
H -2.295 -1.212 0.870
H -2.532 1.445 1.261
H -4.279 1.121 1.084
H -3.511 2.359 0.084
C -1.228 -0.417 -2.063
H -0.121 -0.432 -1.990
H -1.594 -1.439 -1.875
H -1.490 -0.175 -3.112
C 0.008 2.713 -2.815
H 0.768 2.994 -3.556
H -0.533 1.864 -3.275
H -0.663 3.597 -2.714
C 1.685 -6.756 2.600
C 1.585 -5.306 2.231
C 2.608 -4.426 2.597
C 2.521 -3.072 2.299
C 1.392 -2.588 1.629
C 0.389 -3.461 1.204
C 0.487 -4.815 1.517
S 1.245 -0.828 1.375
O 1.923 -0.207 2.486
O 1.835 -0.569 0.034
O -0.241 -0.615 1.348
H 2.513 -7.242 2.070
H 1.876 -6.875 3.674
H 0.761 -7.284 2.353
H 3.480 -4.806 3.134
H 3.309 -2.383 2.594
H -0.462 -3.085 0.642
H -0.304 -5.502 1.213
*
```

Atom charges from the Löwdin analysis, given in e for atoms 1 to 2:
1. N 0.035
2. C -0.303

***

# 3
Molecular formula: C9H14
Method: DFT, ωB97M-V/def2-TZVPD

The value obtained for the molecular weight is 122.2 g mol⁻¹. The value obtained for the LUMO energy is 1.04 eV. For the HOMO energy, the calculation gives -8.86 eV. The total energy is -9557.8510 eV.

Geometry as ORCA input:
```
! RIJCOSX wB97M-V def2-TZVPD def2/J DEFGRID3
* xyz 0 1
C 1.827 -1.946 -0.984
C 0.493 -1.528 -0.573
C -0.295 -0.853 -1.493
C -1.610 -0.502 -1.065
C -2.058 -0.717 0.282
C -1.236 -1.278 1.289
C 0.061 -1.664 0.774
H 2.404 -0.980 -1.027
H 1.908 -2.435 -2.058
H 2.095 -2.715 -0.190
H 0.020 -0.505 -2.457
H -2.402 -0.452 -1.947
H -3.110 -0.776 0.642
H -1.507 -1.623 2.344
H 0.676 -2.084 1.440
C 0.305 2.380 -0.219
C 0.399 2.530 1.328
H -0.704 2.212 -0.515
H 0.575 3.445 -0.508
H 1.017 1.658 -0.438
H 0.366 1.583 1.983
H -0.492 3.154 1.629
H 1.270 3.096 1.762
*
```

Atom charges from the Löwdin analysis, given in e for atoms 1 to 2:
1. C -0.081
2. C -0.342

***

# 4
Molecular formula: C3H10N2
Method: DFT, ωB97M-V/def2-TZVPD

The value obtained for the molecular weight is 74.1 g mol⁻¹. The value obtained for the LUMO energy (spin up / spin down) is -5.23 / -8.28 eV. For the HOMO energy (spin up / spin down), the calculation gives -10.27 / -10.27 eV. Its expectation value of S² is 0.762. The total energy is -6242.9059 eV.

Geometry as ORCA input:
```
! RIJCOSX wB97M-V def2-TZVPD def2/J DEFGRID3
* xyz 1 2
C 3.880 2.194 -3.656
N 5.032 1.282 -3.600
H 3.745 2.990 -2.928
H 4.000 2.720 -4.673
H 2.895 1.667 -3.704
H 5.726 1.539 -4.294
H 4.950 0.284 -3.689
C -4.623 -1.283 4.062
C -3.318 -1.391 3.606
N -3.097 -1.788 2.314
H -5.400 -1.994 3.731
H -5.101 -0.528 4.721
H -2.540 -0.879 4.173
H -2.332 -2.415 1.990
H -3.817 -2.398 1.944
*
```

Atom charges from the Löwdin analysis, given in e for atoms 1 to 2:
1. C -0.205
2. N -0.088

***

| no. | largest force on an atom (eV/A) |
| --- | --- |
| 1 | 2.581 |
| 2 | 4.515 |
| 3 | 4.313 |
| 4 | 3.406 |